Molecular formula: C3HBr2O2P
Method: DFT, ωB97M-V/def2-TZVPD

```
! RIJCOSX wB97M-V def2-TZVPD def2/J DEFGRID3
* xyz 0 1
C 0.0251 0.9571 1.5735
C 0.4173 -0.1048 0.5765
C -0.3809 -0.5148 -0.3604
O 0.7521 1.3118 2.4424
O -1.1920 0.5931 -2.5853
P -1.4918 -0.6304 -1.8651
Br 2.1797 -0.7523 0.8963
Br 0.6695 -2.2293 -2.0778
H -0.9790 1.3695 1.3998
*
```

Strongest force on any atom (eV Å⁻¹): 2.2
LUMO (spin up / spin down) (eV): -2.91 / -2.91
Frontier orbital gap (spin up / spin down) (eV): 7.164 / 7.165

***

Molecular formula: C3HBr3O2
Method: DFT, ωB97M-V/def2-TZVPD

```
! RIJCOSX wB97M-V def2-TZVPD def2/J DEFGRID3
* xyz 0 1
C 1.9452 -0.1881 0.2649
C -0.2912 -0.3842 -0.6645
C -1.5954 0.8415 0.4086
O 1.6566 -0.6213 1.2782
O 0.9364 0.0307 -0.6592
Br -0.6789 -2.1940 -0.6016
Br -3.0521 -0.3144 0.4797
Br -1.7580 2.4275 -0.5068
H 2.8373 0.4023 0.0007
*
```

Strongest force on any atom (eV Å⁻¹): 5.0
LUMO (spin up / spin down) (eV): -1.37 / -0.83
Frontier orbital gap (spin up / spin down) (eV): 6.900 / 7.734

***

Molecular formula: C3HBr3O2
Method: DFT, ωB97M-V/def2-TZVPD

```
! RIJCOSX wB97M-V def2-TZVPD def2/J DEFGRID3
* xyz 0 3
C 0.1558 0.4144 0.3185
C 2.4358 0.4852 -0.1116
C 3.5498 -0.3922 -0.1092
O 0.2141 1.2859 1.1317
O 1.2444 -0.0489 -0.3591
Br 2.7183 2.3403 -0.2173
Br 5.2505 0.2390 0.1955
Br 3.3260 -2.2385 -0.0693
H -0.7898 -0.2404 -0.1335
*
```

Strongest force on any atom (eV Å⁻¹): 4.3
LUMO (spin up / spin down) (eV): 0.45 / -2.46
Frontier orbital gap (spin up / spin down) (eV): 6.655 / 7.909

***

Molecular formula: C3HBrF2N2O
Method: DFT, ωB97M-V/def2-TZVPD

```
! RIJCOSX wB97M-V def2-TZVPD def2/J DEFGRID3
* xyz 0 3
C -1.1731 -0.7186 -0.1462
C 0.0798 -0.1696 -0.2452
C 0.7200 1.2454 0.0517
N -0.9895 -2.0477 -0.1987
N 0.2286 -2.3700 -0.2420
O 0.9275 -1.1371 -0.2791
F -0.0711 2.0209 -0.7366
F 1.9434 1.5761 -0.2364
Br 0.3942 1.7363 1.9443
H -2.0599 -0.1357 0.0882
*
```

Strongest force on any atom (eV Å⁻¹): 7.6
LUMO (spin up / spin down) (eV): 0.32 / -3.83
Frontier orbital gap (spin up / spin down) (eV): 7.086 / 7.504

***

Molecular formula: C3HCdFO2
Method: DFT, ωB97M-V/def2-TZVPD

```
! RIJCOSX wB97M-V def2-TZVPD def2/J DEFGRID3
* xyz 1 2
F 1.1698 -0.7916 1.6005
O 0.3572 1.1659 -0.2241
O -1.7760 0.4584 -0.4660
C 1.0581 0.0459 -0.5116
C 1.7067 -0.7536 0.3043
C -0.9236 1.1150 0.0668
H 2.2270 -1.6629 0.0130
Cd -3.8192 0.4230 -0.7829
*
```

Strongest force on any atom (eV Å⁻¹): 2.8
LUMO (spin up / spin down) (eV): -5.52 / -7.14
Frontier orbital gap (spin up / spin down) (eV): 8.273 / 7.458

***

Molecular formula: C3HCl2N
Method: DFT, ωB97M-V/def2-TZVPD

```
! RIJCOSX wB97M-V def2-TZVPD def2/J DEFGRID3
* xyz 0 3
C 0.4537 2.0347 0.6599
C 0.3134 -1.6632 -0.2848
C -0.7281 -1.5715 -0.7955
N -0.1166 1.4520 -0.1368
Cl 1.5417 -1.6804 0.7421
Cl -2.1286 -1.2393 -1.6071
H 0.6646 2.6676 1.4222
*
```

Strongest force on any atom (eV Å⁻¹): 15.6
LUMO (spin up / spin down) (eV): 0.81 / -2.82
Frontier orbital gap (spin up / spin down) (eV): 5.040 / 6.886

***

Molecular formula: C3HCl3
Method: DFT, ωB97M-V/def2-TZVPD

```
! RIJCOSX wB97M-V def2-TZVPD def2/J DEFGRID3
* xyz 0 1
C -0.2655 -1.6618 -0.3213
C -0.4450 -2.8162 -0.5019
C 0.1325 0.7722 0.2319
Cl -0.0602 1.3636 1.8474
Cl 1.8440 0.9345 -0.3864
Cl -0.8658 1.6829 -0.9829
H -0.3400 -0.2751 0.1132
*
```

Strongest force on any atom (eV Å⁻¹): 6.6
LUMO (spin up / spin down) (eV): -4.14 / -4.14
Frontier orbital gap (spin up / spin down) (eV): 6.807 / 6.810

***

Molecular formula: C3HCl3O
Method: DFT, ωB97M-V/def2-TZVPD

```
! RIJCOSX wB97M-V def2-TZVPD def2/J DEFGRID3
* xyz 0 1
C -0.0795 -0.6696 -0.9147
C 1.3249 0.3289 0.0977
C -0.8140 0.2009 0.0964
O 0.2598 1.0247 0.5198
Cl -0.2604 -2.3184 -0.8406
Cl 2.7265 1.1718 -0.0756
Cl -1.5882 -0.5760 1.4978
H -1.5691 0.8378 -0.3808
*
```

Strongest force on any atom (eV Å⁻¹): 4.3
LUMO (spin up / spin down) (eV): -1.03 / -1.03
Frontier orbital gap (spin up / spin down) (eV): 7.335 / 7.339

***

Molecular formula: C3HCl4N
Method: DFT, ωB97M-V/def2-TZVPD

```
! RIJCOSX wB97M-V def2-TZVPD def2/J DEFGRID3
* xyz 0 1
C 2.1672 -0.2495 1.5275
C -0.2048 -0.6342 0.2193
C 2.5926 0.0018 0.2782
N 1.7480 -0.5622 2.5559
Cl -0.5949 -1.2311 1.7349
Cl -0.0826 -1.7728 -1.0474
Cl 2.4094 1.5248 -0.3676
Cl 3.2774 -1.3347 -0.5443
H -0.3330 0.2756 -0.2441
*
```

Strongest force on any atom (eV Å⁻¹): 2.8
LUMO (spin up / spin down) (eV): -1.56 / -0.60
Frontier orbital gap (spin up / spin down) (eV): 6.923 / 8.207

***

Molecular formula: C3HClFNO
Method: DFT, ωB97M-V/def2-TZVPD

```
! RIJCOSX wB97M-V def2-TZVPD def2/J DEFGRID3
* xyz 0 1
F -1.8163 1.0210 1.3186
C -0.6147 0.3964 0.8397
C -0.2671 0.4271 -0.5845
C 0.7002 -0.4921 -0.5656
Cl 1.5395 -1.3143 -1.8363
O 1.1073 -0.8716 0.6731
N 0.1826 -0.3107 1.5851
H -0.8314 1.1442 -1.4302
*
```

Strongest force on any atom (eV Å⁻¹): 4.1
Structure (SMILES): Fc1cc(Cl)on1
LUMO (eV): 0.66
Frontier orbital gap (eV): 11.157

***

Molecular formula: C3HCoFO3
Method: DFT, ωB97M-V/def2-TZVPD

```
! RIJCOSX wB97M-V def2-TZVPD def2/J DEFGRID3
* xyz 1 5
O 1.0753 0.6544 -0.5863
C 0.0957 1.4681 -0.2482
C 0.6361 -0.7127 -0.3710
O 0.1053 2.6682 -0.3923
O -0.9738 0.7818 0.1966
C -0.6077 -0.5770 0.4265
H 1.4460 -1.2731 0.1118
Co -1.0323 -1.8932 -0.9900
F -0.7447 -1.1165 1.8530
*
```

Strongest force on any atom (eV Å⁻¹): 4.6
LUMO (spin up / spin down) (eV): -6.56 / -9.43
Frontier orbital gap (spin up / spin down) (eV): 7.740 / 6.614

***

Molecular formula: C3HErO2
Method: DFT, ωB97M-V/def2-TZVPD

```
! RIJCOSX wB97M-V def2-TZVPD def2/J DEFGRID3
* xyz 2 4
H 0.3601 -1.8842 -0.6002
C -0.5508 -1.0224 0.2688
C 0.4923 -0.5862 -0.4154
O -1.6321 -0.4234 0.4709
Er 2.5070 0.5072 0.3371
O -0.0073 1.6347 -0.1714
C -1.1692 1.7742 0.1102
*
```

Strongest force on any atom (eV Å⁻¹): 8.2
LUMO (spin up / spin down) (eV): -10.22 / -12.02
Frontier orbital gap (spin up / spin down) (eV): 9.544 / 5.508

***

Molecular formula: C3HF2N
Method: DFT, ωB97M-V/def2-TZVPD

```
! RIJCOSX wB97M-V def2-TZVPD def2/J DEFGRID3
* xyz 0 1
N 0.3102 -1.4292 2.0656
C 0.3715 -0.6331 1.2433
C 0.3005 0.3961 0.2473
C -0.2919 0.1721 -0.9032
F -0.7250 -1.0655 -1.3252
F -0.5524 1.1483 -1.7921
H 0.5869 1.4114 0.4643
*
```

Strongest force on any atom (eV Å⁻¹): 2.9
Structure (SMILES): N#CC=C(F)F
LUMO (eV): 0.53
Frontier orbital gap (eV): 11.376

***

Molecular formula: C3HF2NO
Method: DFT, ωB97M-V/def2-TZVPD

```
! RIJCOSX wB97M-V def2-TZVPD def2/J DEFGRID3
* xyz 0 1
N 2.0571 -1.6291 3.2623
C 1.4601 -1.1247 2.4209
C 0.4579 -0.8059 1.2711
O -0.6417 -1.2148 1.5116
C 0.5105 -0.1564 -0.3455
F 0.6731 -1.1697 -1.1837
F 1.6098 0.6325 -0.5356
H -0.4413 0.5543 -0.4495
*
```

Strongest force on any atom (eV Å⁻¹): 3.1
Structure (SMILES): N#CC(=O)C(F)F
LUMO (eV): -0.82
Frontier orbital gap (eV): 10.601

***

Molecular formula: C3HFGdO2
Method: DFT, ωB97M-V/def2-TZVPD

```
! RIJCOSX wB97M-V def2-TZVPD def2/J DEFGRID3
* xyz 3 8
F 0.9770 -1.1593 -1.8604
O 2.1812 -0.2584 -0.2320
C 2.1064 0.7350 0.7221
C 1.0709 -0.2898 -0.9420
O 0.9209 1.2759 0.5510
C 0.1675 0.6182 -0.4281
Gd -1.9923 -0.5974 0.7100
H -0.4418 1.1513 -1.1946
*
```

Strongest force on any atom (eV Å⁻¹): 6.5
LUMO (spin up / spin down) (eV): -15.38 / -18.01
Frontier orbital gap (spin up / spin down) (eV): 8.431 / 7.351

***

Molecular formula: C3HIO
Method: DFT, ωB97M-V/def2-TZVPD

```
! RIJCOSX wB97M-V def2-TZVPD def2/J DEFGRID3
* xyz 0 1
C -0.9447 -1.3302 0.0077
C -1.6502 -2.2235 0.2515
C 0.8171 0.7822 -0.1017
O 1.9248 0.4290 -0.1391
I 0.1346 2.6732 0.1216
H -0.2815 -0.3307 -0.1400
*
```

Strongest force on any atom (eV Å⁻¹): 9.7
LUMO (spin up / spin down) (eV): -4.02 / -4.02
Frontier orbital gap (spin up / spin down) (eV): 4.881 / 4.880

***

Molecular formula: C3HKO2
Method: DFT, ωB97M-V/def2-TZVPD

```
! RIJCOSX wB97M-V def2-TZVPD def2/J DEFGRID3
* xyz 1 2
C -2.2014 0.8386 1.4293
C -1.3063 1.0205 0.5245
K -3.9459 0.1427 3.4287
O 0.7168 3.0288 -2.5869
C 1.0271 1.9681 -2.1405
O 2.0147 1.2157 -2.4906
H 1.9994 0.3636 -2.0259
*
```

Strongest force on any atom (eV Å⁻¹): 5.5
LUMO (spin up / spin down) (eV): -7.93 / -6.53
Frontier orbital gap (spin up / spin down) (eV): 4.336 / 6.277

***

Molecular formula: C3HN2O3
Method: DFT, ωB97M-V/def2-TZVPD

```
! RIJCOSX wB97M-V def2-TZVPD def2/J DEFGRID3
* xyz -1 1
H -0.8073 -0.4834 -0.4215
N 0.1785 -0.3825 -0.6707
C 0.8011 0.3831 0.1102
O 0.2919 1.0440 1.1638
C 1.4070 1.8017 1.7426
O 1.1787 2.4924 2.6988
N 2.5211 1.5795 1.0677
C 2.2617 0.7550 0.0561
O 3.1238 0.3459 -0.8810
*
```

Strongest force on any atom (eV Å⁻¹): 6.2
Structure (SMILES): [H]/N=C1\OC([O-])=NC1=O
LUMO (eV): 4.07
Frontier orbital gap (eV): 9.308

***

Molecular formula: C3HN3O2
Method: DFT, ωB97M-V/def2-TZVPD

```
! RIJCOSX wB97M-V def2-TZVPD def2/J DEFGRID3
* xyz 0 1
C 0.5351 -0.7113 -0.7976
C -0.0481 3.0246 -0.8807
C -0.9983 1.5234 -3.8717
N -0.6393 2.3011 -3.0610
N 0.8466 -1.8396 -0.5548
N 0.2462 3.6855 -1.8755
O 0.4235 0.4299 -0.8812
O -0.5431 2.5135 0.0406
H 0.6728 -2.6851 -0.9465
*
```

Strongest force on any atom (eV Å⁻¹): 4.2
LUMO (spin up / spin down) (eV): -3.82 / -3.81
Frontier orbital gap (spin up / spin down) (eV): 7.533 / 7.545

***

Molecular formula: C3HNO2
Method: DFT, ωB97M-V/def2-TZVPD

```
! RIJCOSX wB97M-V def2-TZVPD def2/J DEFGRID3
* xyz 0 1
O 2.3587 -1.6568 0.2609
C 2.0433 -0.5947 -0.0738
C 2.6113 0.5946 -0.1917
O 2.3568 1.7294 -0.1694
C -0.5949 0.0603 1.0289
N 0.3332 0.5187 1.5284
H -1.2369 -0.3407 0.4248
*
```

Strongest force on any atom (eV Å⁻¹): 5.8
Structure (SMILES): O=C=C=O.C#N
LUMO (spin up / spin down) (eV): -1.16 / -1.16
Frontier orbital gap (spin up / spin down) (eV): 7.540 / 7.520